DFT (ωB97M-V with the def2-TZVPD basis set) results for a molecular structure, C18H48CuF5GeOSbSi3Te.

The energy comes out at -6383.38266 a.u. The calculation puts the relative energy (zero: lowest compared OMol25 entry of this formula, charge and spin) at 163.0 kJ/mol. As for the expectation value of S²: 0.756. The HOMO-LUMO gap (alpha / beta) is 7.38 / 5.78 eV.

```
! RIJCOSX wB97M-V def2-TZVPD def2/J DEFGRID3
* xyz 0 2
Cu -1.2868 1.0739 -0.5187
C -5.0962 -2.0744 -1.2600
Si -4.3786 -0.7392 -0.1498
C -5.1354 -0.8448 1.5555
C -4.6955 0.9460 -0.9026
Ge -2.0155 -1.1228 -0.0069
Si -1.2696 -2.4256 1.8482
C 0.5934 -2.6023 1.7769
C -2.0837 -4.1061 1.6386
C -1.7972 -1.6546 3.4617
Si -1.0859 -1.8567 -2.1077
C -1.6462 -0.7078 -3.4870
C -1.7508 -3.5824 -2.4391
C 0.7804 -1.9113 -2.0919
H -6.1854 -1.9799 -1.2907
H -4.8593 -3.0758 -0.8953
H -4.7268 -1.9837 -2.2836
H -6.2029 -0.6141 1.5085
H -4.6618 -0.1288 2.2289
H -5.0269 -1.8447 1.9816
H -5.7666 1.1648 -0.9172
H -4.3310 0.9939 -1.9320
H -4.2056 1.7343 -0.3252
H 0.8950 -3.3359 1.0255
H 0.9787 -2.9340 2.7446
H 1.0643 -1.6476 1.5322
H -1.8049 -4.5767 0.6939
H -3.1727 -4.0297 1.6721
H -1.7730 -4.7718 2.4487
H -1.2738 -0.7117 3.6281
H -1.5601 -2.3348 4.2844
H -2.8686 -1.4516 3.4849
H -2.7165 -0.8069 -3.6811
H -1.1139 -0.9402 -4.4133
H -1.4488 0.3422 -3.2523
H -2.8392 -3.6244 -2.3921
H -1.3441 -4.3063 -1.7308
H -1.4439 -3.8929 -3.4426
H 1.1985 -0.9336 -1.8494
H 1.1495 -2.2044 -3.0789
H 1.1613 -2.6257 -1.3600
C 4.4620 -0.7347 1.4116
C 4.2367 -0.0055 0.0892
C 4.2655 -0.9928 -1.0732
Sb 2.3463 1.0773 0.1720
C 3.1915 2.6568 1.4324
C 4.2769 3.4925 0.7582
C 2.2051 3.5920 2.1245
C 2.4366 1.8226 -1.8854
C 3.7121 2.5111 -2.3554
C 1.1972 2.6378 -2.2391
H 5.4286 -1.2481 1.4118
H 3.6895 -1.4914 1.5748
H 4.4492 -0.0604 2.2700
H 5.0287 0.7346 -0.0502
H 3.4764 -1.7419 -0.9700
H 5.2196 -1.5289 -1.1000
H 4.1370 -0.5041 -2.0407
H 3.6769 2.0467 2.2019
H 3.8373 4.1950 0.0495
H 5.0179 2.8944 0.2281
H 4.8064 4.0868 1.5099
H 1.8143 4.3447 1.4378
H 2.7241 4.1183 2.9320
H 1.3656 3.0786 2.5852
H 2.3674 0.8710 -2.4256
H 3.7935 3.5231 -1.9623
H 3.7109 2.5891 -3.4477
H 4.6107 1.9648 -2.0642
H 1.1181 3.5509 -1.6465
H 0.2778 2.0654 -2.0680
H 1.2061 2.9192 -3.2969
F -3.0430 3.5306 1.4136
Te -1.4282 2.8200 2.0308
F -2.5815 1.3496 2.2766
F -0.1607 1.5509 2.6437
F -0.8951 4.6100 2.1122
F -1.5776 3.1283 3.8542
O -0.6538 2.6735 0.3990
*
```

***

DFT (ωB97M-V with the def2-TZVPD basis set) results for 2 unconnected molecules or ions with the total composition C32H25F4N2 in a non-equilibrium geometry.

The energy comes out at -1743.03100 a.u. The calculation puts the relative energy (zero: lowest compared OMol25 entry of this formula, charge and spin) at 51.0 kJ/mol. The HOMO-LUMO gap is 2.82 eV.

```
! RIJCOSX wB97M-V def2-TZVPD def2/J DEFGRID3
* xyz 1 1
F -0.9605 2.8411 -4.7029
C 0.0052 2.7076 -3.7272
C 1.3394 2.6819 -4.1275
C 2.2829 2.6239 -3.0993
F 3.6144 2.6013 -3.4503
C 1.9487 2.6054 -1.7572
C 0.5692 2.5848 -1.3662
C 0.2392 2.4839 0.0223
C -0.8175 3.1071 0.7326
C -0.6704 3.2649 2.1529
C -1.7500 3.6811 2.9074
F -1.5804 3.8387 4.2647
C -2.9964 4.0022 2.3629
C -3.0853 3.9449 0.9719
F -4.2817 4.3018 0.3849
C -2.0269 3.5920 0.1448
C -0.4075 2.6332 -2.4027
H 1.6240 2.7524 -5.1723
H 2.7235 2.6086 -0.9864
H 1.0373 2.0791 0.6556
H 0.2968 3.0554 2.6176
H -3.8250 4.3490 2.9735
H -2.1289 3.6875 -0.9324
H -1.4682 2.5654 -2.1662
N -0.2012 0.4338 6.9572
C -0.3937 -0.0846 5.9235
C -0.6404 -0.6785 4.6400
C 0.2468 -1.6156 4.0909
C 0.0746 -2.0617 2.7879
C -0.9796 -1.5479 1.9730
C -1.1166 -1.7600 0.5472
C -0.0981 -2.1704 -0.3297
N -0.3108 -2.8052 -1.5140
C -1.6197 -3.2874 -1.9472
C -1.4802 -3.6855 -3.4251
C -0.0295 -3.4108 -3.8323
C 0.6938 -2.8909 -2.5828
C 1.2910 -1.7886 0.0287
C 1.5249 -0.4882 0.4919
C 2.8054 -0.0546 0.8124
C 3.8915 -0.9293 0.6955
C 3.6612 -2.2409 0.2755
C 2.3721 -2.6768 -0.0417
C -1.9747 -0.7764 2.6307
C -1.8054 -0.3491 3.9331
H 1.0600 -2.0082 4.7087
H 0.7781 -2.7849 2.3707
H -2.1273 -1.6861 0.1356
H -1.9445 -4.1418 -1.3394
H -2.3720 -2.5017 -1.8285
H -1.7490 -4.7347 -3.5683
H -2.1576 -3.0799 -4.0341
H 0.4639 -4.3023 -4.2300
H -0.0008 -2.6438 -4.6111
H 1.1577 -1.9133 -2.7911
H 1.5196 -3.5637 -2.3163
H 0.6754 0.1855 0.5844
H 2.9656 0.9546 1.1869
H 4.8982 -0.5885 0.9487
H 4.4870 -2.9480 0.2155
H 2.1985 -3.7142 -0.3299
H -2.8571 -0.4816 2.0579
H -2.5886 0.2283 4.4250
*
```

***

DFT (ωB97M-V with the def2-TZVPD basis set) results for a molecular structure, C46H50FIN9O2PRe in a non-equilibrium geometry.

The energy comes out at -3243.43276 a.u. The calculation puts the relative energy (zero: lowest compared OMol25 entry of this formula, charge and spin) at 187.6 kJ/mol. As for the expectation value of S²: 0.850. The HOMO-LUMO gap (alpha / beta) is 5.77 / 6.04 eV.

```
! RIJCOSX wB97M-V def2-TZVPD def2/J DEFGRID3
* xyz 0 2
Re -0.0785 -0.3498 0.0741
C -2.9733 -2.0283 2.8594
C -3.5164 -3.1450 2.2353
C -3.0041 -3.5400 1.0242
C -1.9653 -2.8241 0.4153
N -1.4990 -1.6859 0.9851
C -1.9841 -1.3429 2.2092
N -1.4803 -3.3743 -0.7546
C -0.5292 -2.9034 -1.4699
N 0.2162 -1.7527 -1.3169
C 1.0751 -1.6157 -2.4203
N 1.8790 -0.6776 -2.6916
C 2.1780 0.3953 -1.8485
C 3.2209 1.1534 -2.2778
C 3.7810 2.2043 -1.4656
C 3.3001 2.4018 -0.2436
C 2.1642 1.5853 0.3203
N 1.4998 0.6536 -0.6548
C 0.8953 -2.8005 -3.2814
C 1.5233 -3.1791 -4.4519
C 1.1337 -4.3824 -5.0272
C 0.1458 -5.1783 -4.4390
C -0.4751 -4.7875 -3.2603
C -0.0789 -3.5877 -2.7000
H -3.3217 -1.6790 3.8227
H -4.3256 -3.6992 2.6983
H -3.3629 -4.4136 0.4995
H -1.5580 -0.4616 2.6524
H 3.6346 0.8990 -3.2445
H 4.6206 2.7831 -1.8360
H 3.7478 3.1131 0.4431
H 2.6424 0.9069 1.0483
H 2.2923 -2.5555 -4.8955
H 1.6022 -4.7105 -5.9471
H -0.1347 -6.1138 -4.9099
H -1.2420 -5.3923 -2.7862
I -5.0333 2.2622 -5.3133
C -4.2709 1.8953 -3.4023
C -2.9914 1.3785 -3.2694
C -2.4894 1.1513 -1.9926
C -3.2555 1.4192 -0.8643
C -4.5388 1.9308 -1.0222
C -5.0523 2.1774 -2.2897
C -2.7382 1.1948 0.5342
O -3.4877 1.2471 1.4804
O -1.4236 1.0240 0.6357
H -2.3875 1.1625 -4.1420
H -1.4774 0.7751 -1.9005
H -5.1273 2.1286 -0.1337
H -6.0510 2.5816 -2.4079
F 3.7536 -2.3668 4.4977
C 2.9239 -1.9666 3.5115
C 2.9069 -2.6747 2.3286
C 2.0498 -2.2620 1.3119
C 1.2277 -1.1493 1.4777
C 1.2780 -0.4547 2.6943
C 2.1252 -0.8619 3.7215
H 3.5509 -3.5400 2.2122
H 2.0346 -2.8200 0.3808
H 0.6616 0.4328 2.8395
H 2.1703 -0.3342 4.6696
N 1.1221 2.2915 1.0237
P 1.1509 3.7690 1.4910
N 2.4126 4.1420 2.5131
C 2.7689 5.4774 3.0467
C 3.0089 5.4575 4.5540
C 4.1711 4.5128 4.9156
C 4.2937 3.3785 3.8843
C 2.9351 3.0052 3.3146
N -0.2664 4.0024 2.3240
C -1.5605 3.7192 1.6800
C -2.2503 4.9986 1.2057
C -2.3937 5.9991 2.3585
C -1.0348 6.2477 3.0220
C -0.4180 4.9154 3.4513
N 1.2675 4.8920 0.2473
C 2.3640 5.8658 0.0932
C 2.6984 6.0831 -1.3775
C 1.4912 6.6206 -2.1499
C 0.2023 5.8577 -1.7624
C 0.5188 4.5794 -0.9954
H 1.9934 6.2008 2.7907
H 3.6927 5.8261 2.5772
H 2.1074 5.1424 5.0800
H 3.2184 6.4775 4.8795
H 3.9944 4.0892 5.9061
H 5.1092 5.0671 4.9734
H 4.7475 2.4944 4.3330
H 4.9415 3.6837 3.0571
H 2.2447 2.7380 4.1301
H 3.0246 2.1300 2.6800
H -2.1994 3.2215 2.4189
H -1.4046 3.0170 0.8623
H -3.2291 4.7456 0.7866
H -1.6528 5.4522 0.4094
H -3.0847 5.5892 3.1080
H -2.8246 6.9369 2.0008
H -1.1372 6.9103 3.8861
H -0.3624 6.7323 2.3019
H -1.0864 4.4351 4.1769
H 0.5368 5.0591 3.9425
H 3.2578 5.5091 0.6068
H 2.0927 6.8332 0.5410
H 3.0318 5.1357 -1.8095
H 3.5343 6.7818 -1.4423
H 1.6770 6.5395 -3.2224
H 1.3729 7.6836 -1.9292
H -0.3743 5.5950 -2.6512
H -0.4367 6.4942 -1.1475
H 1.0823 3.8960 -1.6359
H -0.4036 4.0646 -0.7380
*
```

***

DFT (ωB97M-V with the def2-TZVPD basis set) results for 2 unconnected molecules or ions with the total composition C2H8NOS2 in a non-equilibrium geometry.

The energy comes out at -1007.02232 a.u. The calculation puts the relative energy (zero: lowest compared OMol25 entry of this formula, charge and spin) at 269.3 kJ/mol. The HOMO-LUMO gap is 7.21 eV.

```
! RIJCOSX wB97M-V def2-TZVPD def2/J DEFGRID3
* xyz 1 1
C 1.0461 -0.5360 -0.4508
C 0.4725 -0.6122 0.8672
N 2.3786 0.0382 -0.4980
O 0.9401 0.1180 1.7949
S -3.7438 0.0422 -0.3171
S -1.9981 1.0552 -0.1771
H 1.0983 -1.5378 -0.7736
H 0.3621 -0.2181 -1.1834
H -0.0764 -1.4032 1.2147
H 2.5685 0.3224 -1.3872
H 2.3756 0.7270 0.2736
H -2.2955 2.3344 -0.2575
H 0.4826 -0.0071 2.6039
H -3.6106 -0.3230 -1.7097
*
```

***

DFT (ωB97M-V with the def2-TZVPD basis set) results for C4H5NO in the gas phase in a non-equilibrium geometry.

The energy comes out at -285.27036 a.u. The calculation puts the relative energy (zero: lowest compared OMol25 entry of this formula, charge and spin) at 378.7 kJ/mol. The HOMO-LUMO gap is 9.32 eV.

```
! RIJCOSX wB97M-V def2-TZVPD def2/J DEFGRID3
* xyz 0 1
C -1.1884 -0.2139 0.0148
C 0.2376 0.3089 0.0415
C 1.7040 -1.5324 -0.1393
O 1.2130 -0.4754 -0.7126
C 0.3817 1.6922 -0.4199
N 0.5428 2.7926 -0.7326
H -1.7007 0.0093 -0.9235
H -1.2040 -1.2946 0.1960
H -1.7302 0.2672 0.8368
H 0.6335 0.2627 1.0578
H 1.0310 -1.7397 0.7562
*
```

***

DFT (ωB97M-V with the def2-TZVPD basis set) results for 2 unconnected molecules or ions with the total composition C13H27N2O4 in a non-equilibrium geometry.

The energy comes out at -921.71794 a.u. The calculation puts the relative energy (zero: lowest compared OMol25 entry of this formula, charge and spin) at 114.9 kJ/mol. The HOMO-LUMO gap is 7.68 eV.

```
! RIJCOSX wB97M-V def2-TZVPD def2/J DEFGRID3
* xyz 1 1
C -2.8885 -3.3453 3.0689
N -3.4025 -3.8417 1.7818
C -4.3814 -2.9570 1.1320
C -2.3673 -4.2633 0.9067
O -2.0882 -5.3904 0.8436
C -1.6005 -3.3011 -0.0075
C -1.1563 -1.9576 0.5865
C -0.7955 -1.0653 -0.6544
C -2.1133 -0.3321 -0.8965
C -2.5463 -0.0879 0.5345
O -3.1076 0.7806 1.0207
O -2.1218 -1.1758 1.2358
H -2.7311 -4.2050 3.7140
H -1.9297 -2.8380 3.0036
H -3.6394 -2.7409 3.5496
H -4.5496 -2.0546 1.7034
H -4.1079 -2.6737 0.1184
H -5.3396 -3.4676 1.0749
H -2.1185 -3.1103 -0.9395
H -0.6967 -3.8256 -0.2749
H -0.2071 -2.0047 1.1048
H -0.4862 -1.5886 -1.5465
H -0.0734 -0.2714 -0.4784
H -2.0643 0.5756 -1.4750
H -2.8109 -1.0404 -1.3352
C 1.8269 3.0548 -2.0026
N 2.8040 3.2618 -0.8782
C 2.4556 4.5516 -0.1989
C 4.1850 3.3644 -1.4374
C 2.7115 2.1630 0.1629
C 3.0762 0.7665 -0.2926
O 2.2032 0.3380 -1.3292
H 1.7510 3.9904 -2.5538
H 2.1945 2.2805 -2.6626
H 0.8616 2.7899 -1.5816
H 2.5290 5.3558 -0.9258
H 3.1572 4.7164 0.6156
H 1.4402 4.4778 0.1827
H 4.4138 2.4582 -1.9898
H 4.8848 3.4980 -0.6153
H 4.2203 4.2200 -2.1071
H 1.6827 2.1830 0.5226
H 3.3787 2.4563 0.9728
H 2.9687 0.0982 0.5661
H 4.1147 0.7125 -0.6314
H 2.4640 -0.5551 -1.5876
*
```

***

DFT (ωB97M-V with the def2-TZVPD basis set) results for 16 unconnected molecules or ions with the total composition C22H76N2O16 in a non-equilibrium geometry.

The energy comes out at -2196.79857 a.u. The calculation puts the relative energy (zero: lowest compared OMol25 entry of this formula, charge and spin) at 148.8 kJ/mol. The HOMO-LUMO gap is 9.39 eV.

```
! RIJCOSX wB97M-V def2-TZVPD def2/J DEFGRID3
* xyz 0 1
C -7.7026 -0.8900 5.9395
C -8.0834 -2.1329 5.1866
O -8.5866 -3.0626 6.1362
H -6.8129 -0.9827 6.6138
H -8.3979 -0.2528 6.4087
H -7.3573 -0.2664 5.1625
H -7.2166 -2.5305 4.7380
H -8.7820 -2.0590 4.3276
H -9.0840 -3.7308 5.7117
C -7.3350 2.8957 5.3510
C -6.8448 2.2748 6.7085
O -5.8065 3.1451 7.1725
H -7.9749 2.1714 4.7716
H -6.5946 3.1860 4.6287
H -8.0592 3.7405 5.5205
H -6.4086 1.2911 6.4127
H -7.7107 2.0957 7.3639
H -6.0848 3.3947 8.0613
C -14.6060 3.0153 9.4865
C -14.6773 4.1600 8.4988
O -15.9813 4.5669 8.3044
H -14.9398 3.2463 10.4630
H -13.5560 2.6335 9.6814
H -15.1335 2.1474 9.0939
H -14.1943 3.8350 7.5546
H -14.0391 5.0148 8.7243
H -16.6130 3.8632 8.5262
C -12.9153 0.5116 13.3084
C -13.3935 1.5301 12.3609
O -13.2930 2.8543 12.9302
H -13.1909 -0.4466 12.9449
H -13.2535 0.5452 14.3912
H -11.8339 0.5998 13.4130
H -14.4954 1.3385 12.1546
H -12.8483 1.4554 11.4311
H -13.7041 2.8323 13.7743
C -11.6410 -0.0639 8.9709
C -10.3612 -0.2245 8.0643
O -10.1721 -1.5768 7.9051
H -12.5086 -0.6839 8.6955
H -11.9253 1.0150 9.1222
H -11.3837 -0.2802 9.9809
H -9.4958 0.2203 8.5093
H -10.5498 0.2952 7.1079
H -9.4421 -1.8333 7.3391
C -7.2125 -1.7397 9.7783
C -8.1682 -2.8670 10.1628
O -8.2362 -2.8343 11.5506
H -7.5576 -0.8910 10.2975
H -7.1959 -1.3246 8.7459
H -6.1986 -2.0112 9.9977
H -7.7106 -3.7985 9.8161
H -9.1652 -2.6555 9.8365
H -8.5867 -3.7805 11.7451
C -10.3035 3.4128 9.5515
O -9.4387 2.6697 8.7339
N -10.7909 2.9998 10.6993
N -10.7769 4.5896 9.1127
H -10.3688 2.2014 11.1287
H -11.4823 3.4753 11.2315
H -10.3495 5.0216 8.2145
H -11.2762 5.2592 9.8018
C -14.9745 -1.0022 10.1298
O -16.3317 -0.7505 10.0848
H -14.3822 -0.1440 10.4267
H -14.4114 -1.3129 9.2406
H -14.8428 -1.8777 10.7868
H -16.6602 -1.2678 10.8422
C -11.8711 -2.7982 11.0303
O -12.5706 -3.2017 12.0722
H -11.5474 -3.6509 10.4360
H -10.9718 -2.2830 11.4388
H -12.3599 -2.1523 10.3912
H -12.5260 -2.6338 12.8315
C -14.0710 0.8140 6.2275
O -15.2545 0.1104 6.4254
H -13.3584 0.7071 7.1130
H -14.2221 1.8601 5.9903
H -13.4691 0.4251 5.3459
H -15.9412 0.7922 6.3861
C -9.4312 0.1572 11.8927
O -9.6002 1.4407 12.5075
H -9.5177 0.3596 10.7514
H -10.2902 -0.3604 12.2315
H -8.6048 -0.3846 12.2528
H -9.8541 1.2935 13.4412
C -6.5273 1.6450 9.9636
O -6.6455 3.0806 9.8634
H -5.4805 1.3350 9.6411
H -7.1066 1.1526 9.2296
H -6.8483 1.2227 10.8823
H -7.1570 3.3658 10.6508
C -10.3560 -4.8200 8.2823
O -11.2854 -5.9031 8.1145
H -10.0398 -4.9036 9.3599
H -10.8517 -3.8652 8.1535
H -9.4697 -5.0079 7.6832
H -11.9744 -5.8059 8.7782
C -11.5984 3.2335 6.2766
O -10.4080 2.5044 6.1448
H -12.1613 3.0977 7.1976
H -12.3870 2.9209 5.5881
H -11.5005 4.3329 6.2913
H -9.7328 2.9201 6.6921
C -10.8748 -0.1111 4.0044
O -10.4321 -0.8874 2.8677
H -10.0480 0.3222 4.5968
H -11.3613 -0.7726 4.6962
H -11.6316 0.6975 3.7065
H -9.6525 -0.5497 2.4171
C -13.1287 -2.7072 7.2046
O -14.4240 -2.5553 6.7595
H -12.5608 -1.8225 6.7937
H -12.7953 -3.7278 7.0228
H -13.1496 -2.6456 8.2620
H -14.5992 -1.6311 6.6207
*
```

***

DFT (ωB97M-V with the def2-TZVPD basis set) results for a molecular structure, C5H9ClFN2O13V2 in a non-equilibrium geometry.

The energy comes out at -3729.74854 a.u. As for the expectation value of S²: 12.163. The HOMO-LUMO gap (alpha / beta) is 7.07 / 3.61 eV.

```
! RIJCOSX wB97M-V def2-TZVPD def2/J DEFGRID3
* xyz 3 7
O 21.3553 19.8780 -6.0856
V 20.7171 19.2561 -4.7764
O 17.0151 20.7547 -9.4295
V 16.1685 19.5973 -8.7802
Cl 18.5506 17.0717 -7.6963
O 17.4990 16.6647 -6.8114
O 18.0460 18.0991 -8.5939
O 19.6248 17.6345 -6.9171
O 19.0268 16.0056 -8.5141
C 16.3810 13.5148 -7.8382
N 15.7376 14.1249 -9.0540
O 15.1628 15.2402 -8.8280
O 15.7096 13.5389 -10.0654
H 16.6058 12.4718 -8.0657
H 15.7347 13.5726 -6.9650
H 17.3450 14.0222 -7.7547
C 22.7835 15.6804 -6.9464
N 23.4519 14.9336 -8.0530
O 22.9946 13.7809 -8.3108
O 24.3542 15.3870 -8.6465
H 23.2161 16.6821 -6.9380
H 23.0877 15.2272 -5.9990
H 21.7017 15.6814 -7.0581
C 20.9110 18.2114 -11.7587
C 21.3393 16.8442 -11.2216
O 22.1827 17.1939 -10.1327
C 21.8814 18.4699 -9.7412
O 22.2618 18.9777 -8.7364
O 21.2406 19.1082 -10.7235
F 22.0244 16.1599 -12.1524
H 19.8351 18.1795 -11.9467
H 21.3854 18.4503 -12.7097
H 20.4674 16.3198 -10.8273
*
```